[1]
Formula: C2H3N2O2
Source: the Open Molecules 2025 dataset
Level of theory: ωB97M-V with the def2-TZVPD basis set

```
9
Properties=species:S:1:pos:R:3:mulliken_charge:R:1
C -0.164 -1.233 -0.125 -0.095
C -0.460 0.331 -0.088 -0.551
N -1.092 -2.031 -0.024 -0.757
N -2.846 0.065 0.401 0.083
O -3.981 0.207 -0.070 -0.417
O -1.799 0.610 -0.403 -0.108
H 1.016 -1.319 -0.262 0.212
H -0.400 0.618 0.995 0.176
H 0.118 0.643 -0.856 0.457
```

Computed properties:
* spin multiplicity: 1
* frontier orbital gap (alpha / beta): 6.24 / 6.25 eV
* charge: -1
* relative energy (zero: lowest compared OMol25 entry of this formula, charge and spin): 437.5 kJ/mol


[2]
Formula: C2H3N2O2
Source: the Open Molecules 2025 dataset
Level of theory: ωB97M-V with the def2-TZVPD basis set

```
9
Properties=species:S:1:pos:R:3:mulliken_charge:R:1
C -3.064 0.463 0.757 0.472
C -0.064 -0.129 -0.855 -0.639
N -2.972 1.585 1.027 -0.669
N -1.759 -1.815 -0.674 -0.163
O -3.140 -0.731 0.582 -0.684
O -1.294 -0.893 -1.390 -0.141
H 0.791 -0.264 -1.521 0.268
H 0.149 -0.466 0.145 0.268
H -0.437 0.909 -0.795 0.289
```

Computed properties:
* spin multiplicity: 1
* frontier orbital gap (alpha / beta): 7.49 / 7.45 eV
* charge: -1
* relative energy (zero: lowest compared OMol25 entry of this formula, charge and spin): 322.3 kJ/mol


[3]
Formula: C2H3N2O2
Source: the Open Molecules 2025 dataset
Level of theory: ωB97M-V with the def2-TZVPD basis set

```
9
Properties=species:S:1:pos:R:3:mulliken_charge:R:1
C -1.055 -2.104 0.350 0.453
C 0.545 0.501 0.390 -0.050
N -1.516 -2.729 1.221 -0.627
N -0.324 -1.502 -0.505 -0.603
O -0.956 -1.011 -1.721 -0.409
O 1.406 1.150 -0.213 -0.553
H 0.797 -0.184 1.205 0.191
H -0.271 -0.423 -2.056 0.324
H -0.517 0.774 0.331 0.274
```

Computed properties:
* spin multiplicity: 1
* frontier orbital gap: 7.30 eV
* charge: -1
* relative energy (zero: lowest compared OMol25 entry of this formula, charge and spin): 185.2 kJ/mol


[4]
Formula: C2H3N2O2
Source: the Open Molecules 2025 dataset
Level of theory: ωB97M-V with the def2-TZVPD basis set

```
9
Properties=species:S:1:pos:R:3:mulliken_charge:R:1
C -1.392 0.204 -0.409 0.548
C 0.799 -0.916 0.209 -0.068
N -0.007 -1.843 -0.545 -0.948
N -0.586 -0.756 -0.018 0.276
O 0.863 2.014 -0.312 -1.034
O -2.384 0.903 -0.260 -0.434
H 1.060 -1.106 1.309 0.195
H 1.476 -0.273 -0.315 0.326
H 0.171 1.774 0.342 0.140
```

Computed properties:
* spin multiplicity: 1
* frontier orbital gap (alpha / beta): 6.46 / 6.46 eV
* charge: -1
* relative energy (zero: lowest compared OMol25 entry of this formula, charge and spin): 511.6 kJ/mol


[5]
Formula: C2H3N2O2
Source: the Open Molecules 2025 dataset
Level of theory: ωB97M-V with the def2-TZVPD basis set

```
9
Properties=species:S:1:pos:R:3:mulliken_charge:R:1
C -3.155 0.300 0.153 0.393
C 0.418 -0.540 0.057 -0.699
N -2.489 -0.561 -0.355 0.125
N -1.736 -1.628 -0.188 -0.755
O -3.817 1.295 -0.048 -0.619
O -0.572 -1.225 0.667 -0.256
H 0.315 0.431 -0.338 0.287
H 0.813 -1.136 -0.686 0.287
H 1.183 -0.318 0.844 0.236
```

Computed properties:
* spin multiplicity: 1
* frontier orbital gap (alpha / beta): 6.32 / 6.32 eV
* charge: -1
* relative energy (zero: lowest compared OMol25 entry of this formula, charge and spin): 329.9 kJ/mol


[6]
Formula: C2H3N2O2
Source: the Open Molecules 2025 dataset
Level of theory: ωB97M-V with the def2-TZVPD basis set

```
9
Properties=species:S:1:pos:R:3:mulliken_charge:R:1
C -0.288 0.956 0.004 0.131
C -0.904 -0.359 0.016 -0.359
N 0.908 0.412 -0.011 0.036
N 0.511 -0.899 0.035 0.783
O 2.407 1.256 0.018 -0.350
O 1.142 -1.886 -0.010 -0.251
H -0.575 2.075 -0.112 0.418
H -1.646 -0.811 0.855 0.314
H -1.555 -0.743 -0.795 0.278
```

Computed properties:
* spin multiplicity: 1
* frontier orbital gap: 5.94 eV
* charge: +1
* relative energy (zero: lowest compared OMol25 entry of this formula, charge and spin): 1054.9 kJ/mol


[7]
Formula: C2H3N2O2P
Source: the Open Molecules 2025 dataset
Level of theory: ωB97M-V with the def2-TZVPD basis set

```
10
Properties=species:S:1:pos:R:3:mulliken_charge:R:1
C 1.419 0.513 -0.873 0.338
C 0.064 -1.120 0.854 -0.838
N 2.205 0.461 -1.695 -0.324
N -1.013 1.140 -0.325 0.914
O -0.944 2.044 -1.109 -0.542
O -1.918 0.414 0.000 -0.550
P 0.418 0.727 0.573 0.082
H -0.039 -1.409 -0.253 0.320
H 0.805 -1.633 1.534 0.328
H -0.997 -1.138 1.293 0.273
```

Computed properties:
* spin multiplicity: 1
* frontier orbital gap: 10.17 eV
* SMILES string: CP(C#N)[N+](=O)[O-]
* relative energy (zero: lowest compared OMol25 entry of this formula, charge and spin): 437.8 kJ/mol


[8]
Formula: C2H3N2O2S
Source: the Open Molecules 2025 dataset
Level of theory: ωB97M-V with the def2-TZVPD basis set

```
10
Properties=species:S:1:pos:R:3:mulliken_charge:R:1
C 1.244 -0.603 -0.066 0.570
C -1.532 0.932 -0.008 0.045
N 0.055 -0.923 0.154 -0.639
N -2.228 0.075 0.327 0.511
O -3.191 -0.608 0.599 -0.689
O 2.279 -1.088 -0.390 -0.623
S 1.537 1.314 0.204 -0.553
H 2.353 1.508 -0.846 0.109
H -0.464 1.352 0.083 0.093
H -0.053 -1.959 -0.057 0.179
```

Computed properties:
* spin multiplicity: 1
* frontier orbital gap: 7.97 eV
* charge: -1
* relative energy (zero: lowest compared OMol25 entry of this formula, charge and spin): 293.3 kJ/mol


[9]
Formula: C2H3N2O3
Source: the Open Molecules 2025 dataset
Level of theory: ωB97M-V with the def2-TZVPD basis set

```
10
Properties=species:S:1:pos:R:3:mulliken_charge:R:1
C 1.239 0.774 -0.516 0.659
C 0.092 0.209 0.333 -0.934
N 2.677 -0.438 1.116 -0.378
N 3.688 -0.309 0.720 0.905
O 1.616 -0.066 -1.372 -0.729
O 1.646 1.897 -0.171 -0.732
O 4.735 -0.175 0.247 -0.601
H -0.849 0.865 0.324 0.275
H 0.440 0.283 1.365 0.252
H -0.009 -0.830 0.032 0.284
```

Computed properties:
* spin multiplicity: 1
* frontier orbital gap: 8.06 eV
* charge: -1
* relative energy (zero: lowest compared OMol25 entry of this formula, charge and spin): 232.5 kJ/mol


[10]
Formula: C2H3N2P
Source: the Open Molecules 2025 dataset
Level of theory: ωB97M-V with the def2-TZVPD basis set

```
8
Properties=species:S:1:pos:R:3:mulliken_charge:R:1
C -0.734 -0.077 -0.839 0.423
C -1.702 -0.700 -0.225 -0.506
N 0.487 0.351 -1.056 -0.171
N 1.031 0.220 0.334 -0.523
P -0.763 -0.334 1.315 0.154
H 1.031 0.041 -1.871 0.304
H 1.623 -0.579 0.527 0.255
H -0.973 1.078 1.816 0.063
```

Computed properties:
* spin multiplicity: 1
* frontier orbital gap: 8.16 eV
* SMILES string: C1=C2NN[P@H]=12
* relative energy (zero: lowest compared OMol25 entry of this formula, charge and spin): 529.9 kJ/mol


[11]
Formula: C2H3N3
Source: the Open Molecules 2025 dataset
Level of theory: ωB97M-V with the def2-TZVPD basis set

```
8
Properties=species:S:1:pos:R:3:mulliken_charge:R:1
C -0.779 0.267 -0.855 0.032
C -0.589 -0.850 -0.303 -0.336
H -1.664 0.404 -1.608 0.277
H -1.184 -1.742 -0.456 0.355
H 0.629 -1.383 1.662 0.322
N 0.433 -0.761 0.696 -0.007
N 0.953 0.510 0.610 -0.374
N 0.103 1.139 -0.256 -0.270
```

Computed properties:
* spin multiplicity: 1
* frontier orbital gap: 10.68 eV
* SMILES string: c1c[nH]nn1
* relative energy (zero: lowest compared OMol25 entry of this formula, charge and spin): 242.4 kJ/mol


[12]
Formula: C2H3N3O
Source: the Open Molecules 2025 dataset
Level of theory: ωB97M-V with the def2-TZVPD basis set

```
9
Properties=species:S:1:pos:R:3:mulliken_charge:R:1
C 0.752 0.205 0.058 0.671
C -1.292 0.632 -0.033 -0.005
H 2.283 -0.744 -0.163 0.273
H -2.208 1.290 -0.023 0.338
H -1.736 -1.126 0.863 0.282
N 2.042 0.148 0.080 -0.687
N -0.197 1.191 -0.034 -0.370
N -1.340 -0.799 -0.029 -0.217
O 0.171 -1.028 -0.118 -0.284
```

Computed properties:
* spin multiplicity: 1
* frontier orbital gap: 10.09 eV
* SMILES string: [H]/N=c1/nc[nH]o1
* relative energy (zero: lowest compared OMol25 entry of this formula, charge and spin): 289.8 kJ/mol